(1)
50
Properties=species:S:1:pos:R:3 method="wB97M-V/def2-TZVPD" s_squared=12.85 charge=0 total_energy_ha=-4366.79707 multiplicity=7
C 0.24345 -0.79262 -4.61729
C -0.52240 0.04658 -5.36849
C -0.65565 1.44596 -5.06580
C 0.30189 2.11384 -4.21241
C 1.10127 1.44949 -3.33960
Tb -0.73952 0.28177 -2.86766
P -0.07758 -2.51994 -2.32094
H 0.62927 -1.74997 -4.96854
H -1.15115 -0.32526 -6.19994
H -1.42955 2.04009 -5.56346
H 1.89054 1.87083 -2.71183
H 0.26281 3.21363 -4.26835
H 1.17608 -2.63969 -1.65402
H 0.12341 -3.62891 -3.19191
H -0.82248 -3.24282 -1.35379
O 0.13458 0.19858 -0.93927
As 0.10529 0.09434 0.78632
C 0.88019 1.72226 1.42443
C 2.21715 2.03716 1.15724
C 2.78371 3.16099 1.77282
C 2.01570 3.99299 2.59472
C 0.65913 3.71012 2.79211
C 0.08807 2.56851 2.21571
C -1.77040 0.13849 1.25103
C -2.24417 -0.69319 2.27476
C -3.61867 -0.74017 2.54212
C -4.51274 0.02525 1.78640
C -4.02556 0.88848 0.80125
C -2.65240 0.96191 0.53542
C 1.00862 -1.55418 1.24193
C 2.40591 -1.57514 1.33764
C 3.05672 -2.77479 1.65080
C 2.32398 -3.94742 1.86055
C 0.93228 -3.91858 1.74785
C 0.27139 -2.73226 1.41792
H 2.81509 1.39557 0.50908
H 3.84029 3.37919 1.61892
H 2.46604 4.85640 3.08466
H 0.04135 4.35920 3.41102
H -0.95380 2.30536 2.41054
H -1.54438 -1.30348 2.85004
H -3.97674 -1.38644 3.34118
H -5.58673 -0.04885 1.96913
H -4.71307 1.51373 0.23106
H -2.27575 1.66167 -0.21996
H 2.97974 -0.65902 1.18013
H 4.14204 -2.78405 1.73890
H 2.83708 -4.87584 2.11315
H 0.35178 -4.82189 1.92128
H -0.81213 -2.71791 1.29316

(2)
12
Properties=species:S:1:pos:R:3 method="wB97M-V/def2-TZVPD" charge=0 e_above_lowest_kcal_mol=105.03
C 1.28883 -0.30094 -1.71892
C 0.59976 0.08640 -0.46146
O -0.51386 0.72256 -0.53460
C -1.35523 0.95754 0.48200
C -1.21450 0.20771 1.65062
C -1.02531 -0.53364 2.59554
H 0.57041 -0.38857 -2.53894
H 1.76168 -1.27821 -1.57200
H 2.07901 0.39843 -2.02446
H 0.95892 -0.17769 0.52810
H -2.21737 1.53646 0.19509
H -0.93234 -1.23004 3.39903

(3)
45
Properties=species:S:1:pos:R:3 method="wB97M-V/def2-TZVPD" smiles="Cn1c(=O)n(-c2ccccc2)c(=O)n([C@@H](Cc2ccccc2)C(N)=O)c1=O" charge=0 e_above_lowest_kcal_mol=34.88
C 4.29263 0.52265 0.38786
N 2.87203 0.13515 0.64438
C 2.46459 -0.38873 1.83735
O 3.35074 -0.57931 2.65847
N 1.12204 -0.52862 2.13229
C 0.71397 -0.98874 3.40398
C -0.10679 -0.23118 4.27233
C -0.57987 -0.78202 5.48583
C -0.17322 -2.05227 5.88802
C 0.67722 -2.76618 5.07259
C 1.07230 -2.26358 3.82355
C 0.20334 -0.44057 1.10465
O -0.98075 -0.67089 1.26987
N 0.59136 -0.03823 -0.16492
C -0.35201 -0.08055 -1.31855
C -0.57032 1.33459 -1.83897
C -1.81609 1.48570 -2.67025
C -1.72863 1.42946 -4.05586
C -2.84829 1.60519 -4.83962
C -4.13684 1.73331 -4.27130
C -4.22558 1.78101 -2.88670
C -3.07189 1.69932 -2.05352
C -0.02472 -1.06665 -2.43412
N 0.93167 -0.82931 -3.42142
O -0.44175 -2.22393 -2.46955
C 1.91641 0.29400 -0.32257
O 2.28720 0.71131 -1.40418
H 4.33269 1.51734 -0.09288
H 4.77051 -0.21508 -0.26417
H 4.81263 0.54348 1.33742
H -0.45970 0.76231 3.93378
H -1.23812 -0.17338 6.12913
H -0.60291 -2.51132 6.82551
H 0.93782 -3.75108 5.36590
H 1.73376 -2.86172 3.23620
H -1.32313 -0.40596 -1.01724
H -0.70119 1.97759 -0.98687
H 0.30782 1.68979 -2.40608
H -0.75158 1.24665 -4.53406
H -2.76696 1.61756 -5.92394
H -4.98206 1.86781 -4.92319
H -5.19015 1.88791 -2.38926
H -3.17746 1.71337 -0.96151
H 1.30282 -1.68886 -3.91607
H 1.55647 -0.01732 -3.24233

(4)
4
Properties=species:S:1:pos:R:3 method="wB97M-V/def2-TZVPD" charge=0 e_above_lowest_kcal_mol=168.42
C 0.40726 -0.37494 -0.41546
C 2.22840 0.45788 -1.21768
Cl 3.52319 0.98697 -1.94770
H 0.11641 0.57170 0.08048